[1]
C20H23F3N6O3S | the ωB97M-V functional and the def2-TZVPD basis

Structure (ORCA input):
```
! RIJCOSX wB97M-V def2-TZVPD def2/J DEFGRID3
* xyz 0 1
O -3.67 3.00 -3.57
O -1.87 -0.67 -1.51
F 1.08 -7.64 0.76
F 3.11 -7.16 0.07
F 1.40 -6.91 -1.31
N 1.29 2.39 3.90
N 2.81 2.15 0.70
N 2.32 -0.09 0.25
O 2.00 2.99 2.81
S 0.72 2.89 -2.75
C -3.10 3.58 -2.66
C -2.39 0.44 -1.43
C 1.08 1.14 3.57
C 2.87 1.08 -0.07
C 2.18 2.03 1.86
C 1.69 -0.19 1.41
C 0.24 -3.59 1.41
C 2.47 -3.08 0.68
C 0.41 -4.92 1.00
C 2.64 -4.40 0.26
C 1.61 0.87 2.26
C 1.26 -2.65 1.26
C 1.62 -5.35 0.43
N 1.05 -1.36 1.75
N -3.55 0.51 -0.75
N -2.20 2.99 -1.87
C -3.40 5.03 -2.37
C 0.39 0.18 4.49
C 3.62 1.17 -1.35
C 1.80 -6.79 -0.02
C -4.49 1.61 -0.55
C -0.17 1.67 -1.73
C -1.66 1.64 -2.09
H 0.52 2.30 -3.93
H -0.71 -3.29 1.85
H 3.29 -2.38 0.56
H -0.42 -5.62 1.13
H 3.59 -4.69 -0.19
H 0.22 -1.23 2.32
H -3.85 -0.39 -0.41
H -1.74 3.56 -1.18
H -4.18 5.37 -3.05
H -2.50 5.63 -2.54
H -3.73 5.14 -1.34
H -0.62 -0.03 4.12
H 0.95 -0.76 4.54
H 0.32 0.60 5.49
H 3.17 0.51 -2.10
H 3.61 2.19 -1.72
H 4.66 0.86 -1.19
H -4.86 1.97 -1.51
H -4.00 2.43 -0.01
H -5.34 1.27 0.04
H -0.04 1.91 -0.68
H 0.27 0.68 -1.91
H -1.73 1.44 -3.16
*
```

As for the gap between HOMO and LUMO: 8.8 eV. As for the SMILES: Cc1nc(Nc2ccc(C(F)(F)F)cc2)c2c(C)noc2n1.CNC(=O)[C@H](CS)NC(C)=O. Its HOMO energy is -0.3203 hartree.


[2]
C20H23KS3 | the ωB97M-V functional and the def2-TZVPD basis

Structure (ORCA input):
```
! RIJCOSX wB97M-V def2-TZVPD def2/J DEFGRID3
* xyz 0 1
K 0.29 -0.50 0.65
C -1.34 -1.02 -3.07
C -2.21 0.21 -2.81
S -2.29 0.70 -1.06
C -1.93 2.47 -1.14
C -0.64 2.90 -1.81
S 0.84 2.19 -1.04
C 1.76 1.50 -2.44
C 1.03 0.53 -3.36
S 0.39 -0.96 -2.54
H -1.39 -1.26 -4.14
H -1.74 -1.89 -2.54
H -3.22 -0.02 -3.15
H -1.86 1.06 -3.39
H -1.93 2.77 -0.09
H -2.77 2.98 -1.62
H -0.57 3.99 -1.75
H -0.64 2.65 -2.87
H 2.60 1.00 -1.96
H 2.16 2.31 -3.04
H 1.73 0.21 -4.13
H 0.20 1.01 -3.88
C -2.93 -3.11 5.78
C -2.75 -3.71 4.54
C -1.74 -3.26 3.70
C -0.90 -2.22 4.06
C -1.09 -1.62 5.31
C -2.09 -2.07 6.16
C 0.17 -1.76 3.15
C 1.08 -0.83 3.45
C 2.17 -0.41 2.64
C 3.20 -1.29 2.22
C 4.21 -0.87 1.38
C 4.26 0.43 0.89
C 3.27 1.32 1.31
C 2.27 0.92 2.17
H -3.71 -3.45 6.45
H -3.39 -4.52 4.24
H -1.60 -3.74 2.73
H -0.43 -0.81 5.59
H -2.23 -1.59 7.13
H 0.14 -2.36 2.21
H 3.18 -2.31 2.58
H 4.98 -1.58 1.08
H 5.06 0.76 0.24
H 3.29 2.35 0.97
H 1.52 1.64 2.51
*
```

As for the gap between HOMO and LUMO: 5.7 eV. Its HOMO energy is -0.2135 hartree.


[3]
C20H23MnNO6SSe2Te2 | the ωB97M-V functional and the def2-TZVPD basis

Structure (ORCA input):
```
! RIJCOSX wB97M-V def2-TZVPD def2/J DEFGRID3
* xyz -1 5
Mn 0.31 1.53 -1.39
Se 1.57 1.61 -3.47
Te 3.66 2.75 -2.72
Te 2.33 5.01 -2.15
Se 0.84 3.81 -0.53
C -2.27 -3.11 -1.34
C -2.84 -2.35 -0.18
C -1.99 -1.69 0.71
C -2.51 -0.92 1.74
C -3.89 -0.83 1.91
C -4.75 -1.51 1.05
C -4.22 -2.27 0.02
S -4.54 0.34 3.05
O -5.89 -0.02 3.37
O -3.55 0.55 4.07
N -4.66 1.74 2.19
C -3.49 2.23 1.47
C -3.43 1.75 0.02
C -2.04 1.74 -0.57
O -1.88 1.79 -1.81
O -1.04 1.64 0.21
H -1.21 -3.30 -1.19
H -2.36 -2.51 -2.25
H -2.80 -4.05 -1.50
H -0.92 -1.76 0.56
H -1.85 -0.39 2.41
H -5.82 -1.43 1.20
H -4.89 -2.80 -0.65
H -5.54 1.77 1.68
H -2.60 1.91 2.01
H -3.51 3.32 1.52
H -4.08 2.32 -0.63
H -3.76 0.71 -0.03
C 6.61 0.78 0.18
C 5.22 0.27 -0.08
C 4.18 0.55 0.79
C 2.88 0.09 0.55
C 1.79 0.37 1.55
C 2.64 -0.66 -0.60
C 3.68 -0.97 -1.48
C 3.41 -1.83 -2.69
C 4.95 -0.50 -1.21
C 1.26 -1.22 -0.85
O 1.05 -2.41 -0.68
O 0.35 -0.39 -1.24
H 6.61 1.55 0.95
H 7.04 1.21 -0.73
H 7.28 -0.02 0.51
H 4.37 1.14 1.68
H 2.22 0.70 2.50
H 1.20 -0.53 1.74
H 1.10 1.15 1.21
H 2.57 -1.43 -3.26
H 3.15 -2.85 -2.38
H 4.28 -1.87 -3.34
H 5.76 -0.73 -1.90
*
```

As for the energy above the lowest of the compared OMol25 structures with the same formula, charge and spin: 0.000 eV. As for the gap between HOMO and LUMO (alpha / beta): 5.4 / 6.9 eV. Its HOMO energy (alpha / beta) is -0.1709 / -0.1813 hartree. The expectation value of S² is 6.327.


[4]
C20H23N3O2 | the ωB97M-V functional and the def2-TZVPD basis

Structure (ORCA input):
```
! RIJCOSX wB97M-V def2-TZVPD def2/J DEFGRID3
* xyz 0 1
C -0.38 -6.42 -0.26
C -0.52 -4.92 -0.07
H -1.36 -4.70 0.58
H 0.38 -4.52 0.39
C -0.73 -4.21 -1.41
N -0.83 -2.78 -1.24
C -1.92 -2.11 -0.82
C -1.57 -0.76 -0.76
C -2.19 0.46 -0.43
C -1.45 1.60 -0.50
C -0.09 1.60 -0.90
C 0.54 0.43 -1.24
C -0.19 -0.76 -1.17
N 0.22 -2.00 -1.45
H 1.56 0.39 -1.59
C 0.59 2.93 -0.95
O -0.02 3.96 -1.17
N 1.93 2.90 -0.75
H 2.36 2.04 -0.46
C 2.73 4.10 -0.70
C 3.22 4.38 0.69
C 4.58 4.46 0.98
C 5.01 4.70 2.27
C 4.09 4.86 3.29
C 2.73 4.78 3.01
C 2.30 4.54 1.72
H 1.25 4.48 1.50
H 2.01 4.91 3.81
H 4.42 5.05 4.30
H 6.07 4.77 2.48
H 5.30 4.33 0.19
H 3.58 4.00 -1.39
H 2.08 4.91 -1.05
H -1.89 2.56 -0.27
H -3.22 0.50 -0.12
O -3.04 -2.83 -0.58
C -4.22 -2.11 -0.26
C -5.35 -3.11 -0.13
H -5.49 -3.65 -1.06
H -5.12 -3.84 0.65
H -6.27 -2.60 0.13
H -4.07 -1.57 0.69
H -4.44 -1.38 -1.05
H -1.66 -4.57 -1.88
H 0.11 -4.39 -2.08
H -0.23 -6.91 0.69
H -1.28 -6.83 -0.72
H 0.47 -6.65 -0.91
*
```

As for the energy above the lowest of the compared OMol25 structures with the same formula, charge and spin: 1.679 eV. As for the gap between HOMO and LUMO: 8.3 eV. As for the SMILES: CCCn1nc2cc(C(=O)NCc3ccccc3)ccc2c1OCC. Its HOMO energy is -0.2825 hartree.


[5]
C20H23N3O2 | the ωB97M-V functional and the def2-TZVPD basis

Structure (ORCA input):
```
! RIJCOSX wB97M-V def2-TZVPD def2/J DEFGRID3
* xyz 0 1
C -4.96 -3.60 -0.06
C -4.82 -2.13 0.16
O -5.70 -1.44 0.71
N -3.76 -1.56 -0.32
C -3.40 -0.37 -0.37
C -2.22 0.05 -0.66
C -1.79 1.31 -0.50
C -2.54 2.46 -0.28
C -3.83 2.14 0.23
C -4.19 0.76 0.30
H -5.26 0.76 0.71
H -4.52 2.99 0.62
H -2.16 3.28 -0.26
C -0.35 1.83 -1.24
O -0.12 1.41 -2.55
N 0.45 2.36 -0.36
C 0.42 2.41 1.00
H 0.11 3.57 1.26
C 1.83 2.29 1.56
N 2.42 1.22 1.01
C 2.82 1.68 -0.50
C 1.73 2.78 -0.84
H 2.09 3.83 -0.66
H 1.74 2.65 -1.91
H 3.00 1.01 -1.32
H 3.91 2.21 -0.29
C 1.79 -0.30 0.84
C 2.76 -1.01 0.31
C 2.35 -1.94 -0.69
C 3.35 -2.91 -1.18
C 4.50 -3.01 -0.62
C 4.76 -2.41 0.44
C 3.94 -1.38 1.04
H 4.11 -0.97 1.88
H 5.68 -2.63 1.11
H 5.22 -3.67 -0.89
H 3.11 -3.43 -2.32
H 1.52 -1.69 -1.08
H 1.45 -0.31 1.88
H 0.76 0.02 0.31
H 1.61 1.75 2.80
H 2.24 3.13 1.94
H -0.52 1.90 1.34
H -1.58 -0.77 -1.12
H -3.26 -2.08 -0.82
H -4.80 -3.83 -1.23
H -4.09 -4.21 0.37
H -5.81 -4.16 0.27
*
```

As for the energy above the lowest of the compared OMol25 structures with the same formula, charge and spin: 15.512 eV. As for the gap between HOMO and LUMO: 8.6 eV. Its HOMO energy is -0.3018 hartree.


[6]
C20H23N3O2S2 | the ωB97M-V functional and the def2-TZVPD basis

Structure (ORCA input):
```
! RIJCOSX wB97M-V def2-TZVPD def2/J DEFGRID3
* xyz 0 1
O 7.83 -2.96 3.85
O 6.57 -4.70 4.23
N 3.32 -2.05 -0.52
S 2.47 -0.10 1.18
S -2.43 3.62 -1.31
C 2.50 -1.06 -0.31
C 3.80 -3.42 1.41
C 5.40 -1.84 0.63
C 0.02 2.60 -1.27
C 1.07 1.66 -1.36
C 4.65 -3.83 2.45
C 6.26 -2.24 1.64
C -0.61 -0.07 -1.27
C 4.14 -2.44 0.50
C -1.32 2.25 -1.27
C 0.73 0.31 -1.32
C 5.92 -3.24 2.60
C -1.67 0.89 -1.25
N 1.66 -0.73 -1.35
N 6.81 -3.66 3.64
C -5.09 3.82 -0.74
C -3.67 2.78 0.99
C -3.40 -0.51 -2.33
C -3.32 -0.37 0.15
C -4.15 1.59 -1.28
C -3.89 2.88 -0.50
C -3.13 0.43 -1.17
H 3.57 -0.69 1.67
H 2.85 -3.94 1.29
H 5.64 -1.08 -0.13
H 0.31 3.65 -1.26
H 2.10 1.94 -1.39
H 4.31 -4.63 3.11
H 7.23 -1.79 1.70
H -0.83 -1.09 -1.26
H 1.36 -1.58 -1.82
H -5.35 3.93 -1.80
H -5.97 3.43 -0.23
H -4.87 4.80 -0.35
H -3.75 3.78 1.44
H -2.69 2.36 1.22
H -4.45 2.15 1.42
H -2.78 -1.42 -2.29
H -3.26 0.05 -3.29
H -4.43 -0.83 -2.31
H -2.95 0.20 0.98
H -2.74 -1.33 0.16
H -4.37 -0.61 0.32
H -4.27 1.84 -2.33
H -5.08 1.24 -0.90
*
```

As for the energy above the lowest of the compared OMol25 structures with the same formula, charge and spin: 4.256 eV. As for the gap between HOMO and LUMO: 7.6 eV. As for the SMILES: CC1(C)CC(C)(C)c2cc(N/C(S)=N/c3ccc([N+](=O)[O-])cc3)ccc2S1. Its HOMO energy is -0.3017 hartree.


[7]
C20H23N3O3S | the ωB97M-V functional and the def2-TZVPD basis

Structure (ORCA input):
```
! RIJCOSX wB97M-V def2-TZVPD def2/J DEFGRID3
* xyz 0 1
C 3.24 -2.59 -1.46
H 3.39 -3.66 -1.59
H 2.59 -2.23 -2.26
H 4.20 -2.09 -1.55
C 2.62 -2.32 -0.08
C 2.40 -0.82 0.08
C 1.50 -0.18 -0.77
C 1.23 1.17 -0.65
C 1.88 1.93 0.33
C 2.82 1.30 1.15
C 3.06 -0.05 1.03
H 3.78 -0.50 1.69
H 3.35 1.89 1.88
C 1.66 3.38 0.46
O 2.54 4.20 0.55
N 0.33 3.82 0.42
C -0.84 3.13 0.59
N -0.82 2.00 1.33
N -1.93 1.16 1.32
C -1.75 -0.18 1.39
O -0.66 -0.66 1.61
C -3.04 -0.98 1.24
O -2.81 -2.25 0.68
C -2.30 -2.32 -0.59
C -2.08 -3.61 -1.07
C -1.57 -3.80 -2.34
C -1.27 -2.72 -3.15
C -1.51 -1.44 -2.67
C -2.02 -1.23 -1.40
H -2.19 -0.22 -1.07
H -1.29 -0.58 -3.30
H -0.87 -2.87 -4.14
H -1.39 -4.81 -2.69
H -2.30 -4.44 -0.42
H -3.45 -1.18 2.23
H -3.78 -0.41 0.66
H -2.76 1.65 0.97
H 0.04 1.49 1.53
S -2.27 3.74 0.03
H 0.22 4.81 0.24
H 0.53 1.65 -1.32
H 0.98 -0.74 -1.53
C 3.55 -2.88 0.99
H 3.15 -2.72 1.99
H 3.66 -3.96 0.85
H 4.55 -2.44 0.93
C 1.26 -3.03 0.03
H 0.73 -2.69 0.92
H 1.41 -4.10 0.10
H 0.64 -2.83 -0.83
*
```

As for the energy above the lowest of the compared OMol25 structures with the same formula, charge and spin: 1.761 eV. As for the gap between HOMO and LUMO: 9.1 eV. As for the SMILES: CC(C)(C)c1ccc(C(=O)NC(=S)NNC(=O)COc2ccccc2)cc1. Its HOMO energy is -0.3293 hartree.


[8]
C20H23N3O4S | the ωB97M-V functional and the def2-TZVPD basis

Structure (ORCA input):
```
! RIJCOSX wB97M-V def2-TZVPD def2/J DEFGRID3
* xyz 0 1
C 0.75 3.72 -0.33
C 0.65 2.58 -1.33
H 1.54 1.94 -1.30
H 0.56 2.99 -2.34
O -0.52 1.80 -1.17
C -0.57 0.85 -0.20
C 0.45 0.56 0.69
C 0.30 -0.47 1.62
C -0.89 -1.17 1.70
C -1.92 -0.90 0.80
C -1.77 0.12 -0.15
O -2.74 0.41 -1.07
C -3.95 0.95 -0.54
C -3.74 2.35 0.04
H -4.69 2.77 0.33
H -3.08 2.31 0.90
H -3.28 2.99 -0.71
H -4.63 0.98 -1.39
H -4.35 0.29 0.24
O -3.07 -1.64 0.89
C -3.37 -2.45 -0.24
C -4.71 -3.11 -0.01
H -4.95 -3.77 -0.84
H -5.49 -2.36 0.07
H -4.69 -3.69 0.91
H -3.38 -1.85 -1.16
H -2.58 -3.21 -0.35
H -1.02 -1.95 2.42
C 1.41 -0.84 2.53
O 1.29 -1.03 3.72
N 2.65 -0.94 1.94
C 2.97 -0.91 0.58
C 4.09 -0.22 0.14
C 4.39 -0.16 -1.24
C 3.62 -0.75 -2.20
C 2.49 -1.48 -1.78
N 1.63 -2.16 -2.53
S 0.55 -2.87 -1.58
N 1.12 -2.36 -0.16
C 2.18 -1.59 -0.38
H 3.85 -0.68 -3.25
H 5.27 0.40 -1.54
C 4.97 0.49 1.12
H 5.53 -0.23 1.72
H 4.37 1.10 1.80
H 5.68 1.13 0.61
H 3.41 -1.07 2.59
H 1.38 1.11 0.67
H 1.64 4.31 -0.53
H 0.80 3.34 0.69
H -0.13 4.36 -0.41
*
```

As for the energy above the lowest of the compared OMol25 structures with the same formula, charge and spin: 1.863 eV. As for the gap between HOMO and LUMO: 7.7 eV. Its HOMO energy is -0.3071 hartree.


[9]
C20H23N3O4S2 | the ωB97M-V functional and the def2-TZVPD basis

Structure (ORCA input):
```
! RIJCOSX wB97M-V def2-TZVPD def2/J DEFGRID3
* xyz 0 1
C 6.15 2.18 2.08
C 4.66 2.45 1.99
O 4.20 3.49 1.58
N 3.92 1.39 2.42
C 2.53 1.26 2.49
C 1.66 2.30 2.21
C 0.29 2.10 2.28
C -0.21 0.86 2.63
C 0.65 -0.18 2.95
C 2.01 0.02 2.88
H 2.68 -0.80 3.11
H 0.26 -1.14 3.25
S -1.98 0.61 2.65
C -2.10 -0.76 1.43
C -0.99 -0.69 0.41
O -0.12 -1.54 0.37
N -0.97 0.37 -0.43
C -1.94 1.43 -0.53
H -1.40 2.38 -0.50
C -2.71 1.31 -1.86
N -1.86 0.75 -2.89
S -2.32 -0.69 -3.59
O -3.74 -0.60 -3.78
O -1.46 -0.87 -4.72
C -2.01 -2.02 -2.43
C -0.81 -2.70 -2.49
C -0.58 -3.74 -1.60
C -1.55 -4.09 -0.68
C -2.76 -3.41 -0.63
C -2.99 -2.36 -1.52
H -3.93 -1.83 -1.53
H -3.51 -3.69 0.08
H -1.37 -4.90 0.01
H 0.35 -4.28 -1.63
H -0.09 -2.42 -3.23
C -0.45 1.01 -2.74
H 0.04 0.54 -3.59
C 0.10 0.47 -1.41
H 0.89 1.13 -1.03
H 0.52 -0.53 -1.52
H -0.30 2.10 -2.81
H -3.57 0.66 -1.77
H -3.06 2.30 -2.17
H -2.63 1.42 0.31
H -3.09 -0.69 0.99
H -2.00 -1.71 1.96
H -0.39 2.91 2.05
H 2.05 3.26 1.92
H 4.43 0.56 2.71
H 6.43 1.97 3.11
H 6.69 3.05 1.73
H 6.41 1.32 1.46
*
```

As for the energy above the lowest of the compared OMol25 structures with the same formula, charge and spin: 0.333 eV. As for the gap between HOMO and LUMO: 8.9 eV. As for the SMILES: CC(=O)Nc1ccc(SCC(=O)N2CCN(S(=O)(=O)c3ccccc3)CC2)cc1. Its HOMO energy is -0.3086 hartree.


| no. | maximum force (Eh/bohr) |
| --- | --- |
| 1 | 0.037 |
| 2 | 0.008 |
| 3 | 0.010 |
| 4 | 0.023 |
| 5 | 0.269 |
| 6 | 0.059 |
| 7 | 0.014 |
| 8 | 0.026 |
| 9 | 0.023 |